[1]
The following is a quantum chemistry calculation of C31H28BN6S3W as an isolated structure, from the OMol25 dataset.

Calculated values
Kohn-Sham gap in eV: 5.53
Energy above the lowest of the compared OMol25 structures with the same formula, charge and spin in kcal per mole: 2.8
E_HOMO in eV: -17.1
F_max in eV/A: 0.66

Geometry as ORCA input:
```
! wB97M-V def2-TZVPD RIJCOSX def2/J DEFGRID3
* xyz 3 1
W -0.080 0.529 -0.103
C 4.024 -3.116 0.540
C 2.607 -2.682 0.411
C 1.450 -3.466 0.459
C 0.392 -2.607 0.297
N 0.868 -1.327 0.145
N 2.249 -1.407 0.222
B 3.154 -0.132 0.140
N 2.789 0.552 -1.196
N 1.463 0.666 -1.445
C 1.302 1.132 -2.703
C 2.536 1.390 -3.250
C 3.465 0.987 -2.272
C 4.950 0.961 -2.342
C -0.097 1.060 -3.108
C -0.765 1.997 -3.884
C -2.103 1.786 -4.177
C -2.787 0.640 -3.734
C -2.137 -0.292 -2.965
C -0.785 -0.086 -2.614
N 2.653 0.804 1.263
N 1.308 0.949 1.344
C 1.020 1.674 2.448
C 2.193 2.064 3.048
C 3.216 1.476 2.281
C 4.686 1.490 2.507
C -0.414 1.668 2.713
C -1.154 2.748 3.179
C -2.516 2.588 3.373
C -3.155 1.356 3.143
C -2.433 0.282 2.686
C -1.054 0.428 2.438
C -1.041 -2.875 0.275
C -1.583 -4.148 0.454
C -2.959 -4.325 0.430
C -3.819 -3.251 0.231
C -3.308 -1.966 0.049
C -1.938 -1.845 0.076
H 4.067 -4.196 0.656
H 4.492 -2.656 1.410
H 4.599 -2.838 -0.343
H 1.420 -4.533 0.598
H 4.307 -0.387 0.231
H 2.767 1.737 -4.243
H 5.282 1.302 -3.319
H 5.332 -0.047 -2.179
H 5.381 1.617 -1.584
H -0.254 2.880 -4.244
H -2.633 2.516 -4.776
H -3.818 0.491 -4.028
H -2.637 -1.199 -2.656
H -0.201 -0.962 -2.333
H 2.323 2.619 3.962
H 4.918 2.063 3.400
H 5.202 1.946 1.662
H 5.068 0.477 2.636
H -0.677 3.700 3.374
H -3.101 3.426 3.728
H -4.211 1.259 3.357
H -2.903 -0.682 2.545
H -0.448 -0.476 2.387
H -0.937 -5.001 0.614
H -3.368 -5.317 0.570
H -4.889 -3.409 0.215
H -3.959 -1.116 -0.108
H -1.546 -0.804 -0.096
S -2.526 4.444 -0.646
C -1.677 3.120 -0.446
S 0.045 2.923 -0.361
S -2.290 1.492 -0.293
*
```

Here are the Mulliken charges for atoms 1 to 8, given in e: atom 1 (W): -0.88, atom 2 (C): -1.43, atom 3 (C): 0.20, atom 4 (C): -0.85, atom 5 (C): 0.19, atom 6 (N): 0.84, atom 7 (N): 0.36, atom 8 (B): -0.99


[2]
The following is a quantum chemistry calculation of C31H28Br2GeIrNO4P as an isolated structure in a non-equilibrium geometry, from the OMol25 dataset.

Calculated values
Kohn-Sham gap (alpha / beta) in eV: 6.17 / 5.91
E_HOMO (alpha / beta) in eV: -7.3 / -7.3
F_max in eV/A: 7.46

Geometry as ORCA input:
```
! wB97M-V def2-TZVPD RIJCOSX def2/J DEFGRID3
* xyz 0 2
Ir 0.766 -1.242 -1.385
Br 1.670 0.434 -6.223
C 2.703 0.808 -4.683
C 3.871 1.542 -4.792
C 4.635 1.797 -3.672
Br 6.254 2.777 -3.879
C 4.261 1.324 -2.397
C 4.996 1.517 -1.211
C 4.525 0.981 -0.029
C 3.355 0.237 -0.032
N 2.656 0.022 -1.139
C 3.064 0.570 -2.305
C 2.242 0.296 -3.453
O 1.173 -0.402 -3.348
H 4.188 1.897 -5.761
H 5.915 2.080 -1.237
H 5.063 1.117 0.895
H 2.965 -0.207 0.873
C -0.262 -5.068 -1.611
O 0.405 -4.637 -0.434
P 1.352 -3.335 -0.498
O 2.657 -4.017 -1.148
C 3.560 -3.308 -1.980
O 1.805 -3.309 1.037
C 1.100 -2.520 1.983
H -0.452 -6.136 -1.505
H 0.349 -4.898 -2.499
H -1.214 -4.543 -1.721
H 4.377 -2.886 -1.390
H 3.051 -2.501 -2.517
H 3.959 -4.021 -2.702
H 1.828 -2.173 2.717
H 0.329 -3.109 2.479
H 0.628 -1.658 1.489
C -0.462 0.009 -0.301
Ge -1.689 0.848 0.855
C -2.834 -0.500 1.779
C -3.195 -0.355 3.109
C -4.036 -1.273 3.712
C -4.532 -2.340 2.982
C -4.168 -2.499 1.655
C -3.315 -1.586 1.063
C -2.891 1.934 -0.318
C -3.044 1.493 -1.626
C -3.880 2.153 -2.506
C -4.569 3.279 -2.085
C -4.424 3.726 -0.782
C -3.594 3.052 0.100
C -0.792 1.870 2.312
C -0.730 3.255 2.323
C -0.158 3.924 3.392
C 0.376 3.211 4.451
C 0.359 1.826 4.427
C -0.217 1.164 3.360
H -2.821 0.486 3.677
H -4.306 -1.153 4.752
H -5.210 -3.042 3.446
H -4.552 -3.333 1.084
H -3.018 -1.707 0.029
H -2.484 0.625 -1.953
H -3.988 1.792 -3.520
H -5.218 3.804 -2.771
H -4.959 4.606 -0.452
H -3.502 3.404 1.119
H -1.139 3.812 1.490
H -0.134 5.005 3.397
H 0.800 3.732 5.297
H 0.792 1.263 5.242
H -0.237 0.081 3.340
*
```

Here are the Mulliken charges for atoms 1 to 8, given in e: atom 1 (Ir): 2.25, atom 2 (Br): -0.15, atom 3 (C): -0.27, atom 4 (C): -0.33, atom 5 (C): 0.02, atom 6 (Br): -0.24, atom 7 (C): 0.52, atom 8 (C): -0.72


[3]
The following is a quantum chemistry calculation of C31H28Br2IN5O6SiW as an isolated structure in a non-equilibrium geometry, from the OMol25 dataset.

Calculated values
Kohn-Sham gap (alpha / beta) in eV: 5.85 / 5.84
Energy above the lowest of the compared OMol25 structures with the same formula, charge and spin in kcal per mole: 21.0
E_HOMO (alpha / beta) in eV: -6.5 / -6.5
F_max in eV/A: 1.81

Geometry as ORCA input:
```
! wB97M-V def2-TZVPD RIJCOSX def2/J DEFGRID3
* xyz 0 1
W 0.037 0.094 -0.257
O 0.392 6.053 1.755
C 0.293 4.797 1.271
C -0.638 4.444 0.290
C -0.659 3.125 -0.111
N 0.171 2.212 0.393
C 1.109 2.557 1.275
C 1.187 3.839 1.769
C 2.128 1.451 1.499
O 2.942 1.541 2.393
O 2.016 0.546 0.586
C -1.609 2.528 -1.144
O -2.429 3.228 -1.712
O -1.384 1.253 -1.235
H -0.245 6.629 1.316
H -1.322 5.148 -0.164
H 1.953 4.094 2.486
C 2.381 3.083 -1.539
C 2.025 1.911 -2.403
C 2.568 1.843 -3.667
C 2.322 0.729 -4.476
C 1.555 -0.302 -4.013
C 1.022 -0.195 -2.708
N 1.240 0.905 -1.947
N 0.274 -1.075 -2.025
Si 0.333 -2.789 -2.426
C 2.117 -3.346 -2.415
C -0.647 -3.850 -1.260
C -0.390 -3.144 -4.122
H 3.088 3.716 -2.070
H 2.857 2.746 -0.621
H 1.517 3.696 -1.289
H 3.200 2.648 -4.009
H 2.750 0.679 -5.469
H 1.366 -1.176 -4.611
H 2.701 -2.722 -1.735
H 2.574 -3.297 -3.404
H 2.192 -4.377 -2.069
H -0.309 -3.776 -0.228
H -0.500 -4.879 -1.597
H -1.717 -3.647 -1.316
H -0.194 -2.378 -4.869
H -1.472 -3.263 -4.056
H 0.026 -4.084 -4.493
C -2.450 1.578 1.963
C -1.342 0.837 2.640
C -1.229 0.932 4.056
C -0.270 0.232 4.723
C 0.582 -0.658 4.019
C 1.576 -1.494 4.588
Br 1.916 -1.431 6.450
C 2.278 -2.352 3.797
C 2.030 -2.432 2.408
Br 3.007 -3.667 1.382
C 1.090 -1.636 1.801
O 0.779 -1.664 0.525
C 0.390 -0.719 2.640
N -0.492 0.080 1.962
H -3.390 1.341 2.465
H -2.531 1.299 0.914
H -2.308 2.656 2.044
H -1.916 1.579 4.583
H -0.169 0.324 5.796
H 3.036 -2.992 4.226
I -3.031 -0.305 -2.964
C -3.039 -0.971 -0.988
C -4.313 -1.360 -0.559
C -4.464 -2.069 0.616
C -3.325 -2.424 1.326
C -2.111 -1.955 0.869
N -1.958 -1.181 -0.227
H -5.159 -1.129 -1.188
H -5.448 -2.365 0.952
H -3.354 -3.034 2.216
H -1.201 -2.214 1.389
*
```

Here are the Mulliken charges for atoms 1 to 8, given in e: atom 1 (W): 2.54, atom 2 (O): -0.55, atom 3 (C): 0.46, atom 4 (C): -0.38, atom 5 (C): -0.09, atom 6 (N): 0.65, atom 7 (C): 0.71, atom 8 (C): -1.09